No. 1
C55H55BrCsFN11O7PTe as an isolated structure in a non-equilibrium geometry, computed with wB97M-V/def2-TZVPD.

Geometry (Å):
Cs1 0.1485 -0.5869 0.4240
Te1 -2.7995 0.5448 4.4438
Br1 8.1756 -0.5574 -12.0236
P1 -1.8007 1.8428 2.6792
F1 0.8834 2.1169 5.9224
O1 0.7200 -5.1504 1.7742
O2 -1.8527 3.3959 3.1763
O3 3.4805 1.0100 -0.8474
O4 0.9117 -3.1364 0.7454
O5 -2.7154 1.8255 1.3638
O6 -0.4885 -1.3497 2.6795
O7 -0.4024 1.6659 2.1829
N1 6.5501 0.3102 -6.1995
N2 1.8449 2.4705 10.2997
N3 -3.0782 1.9873 -2.2739
N4 -2.3946 -3.2362 -3.3681
N5 -1.7166 -2.7236 -2.3189
N6 1.7340 -0.0103 -2.6978
N7 1.8180 -3.2881 5.3328
N8 5.3302 0.0220 -5.8956
N9 -1.9672 1.2231 -2.2314
N10 -3.6248 -0.6725 -3.3762
N11 1.9502 0.7353 8.0976
C1 3.8897 0.7897 -1.9834
C2 -7.0126 0.7601 -3.0976
C3 -3.7589 -0.7767 -5.8142
C4 6.8415 0.0678 -7.5437
C5 -2.7676 3.3108 -2.1842
C6 1.5657 -3.8388 4.0850
C7 0.9101 -3.2120 3.0933
C8 0.9105 -0.5342 -3.5850
C9 -2.6726 -2.5133 -4.5726
C10 5.2614 1.0797 -2.3846
C11 0.8218 -3.9140 1.7246
C12 -1.4071 3.4073 -2.0706
C13 3.0149 0.2064 -3.0462
C14 2.5923 2.0363 8.0348
C15 3.5223 -0.0690 -4.3227
C16 3.0746 2.4002 9.4211
C17 -4.8702 2.9296 1.2717
C18 -1.6433 -3.7126 -1.4419
C19 -5.4647 2.2512 -2.1017
C20 2.3842 -4.1314 6.3702
C21 0.7513 0.7794 8.9209
C22 0.9312 -1.2135 4.5282
C23 6.3165 -0.5242 -9.8436
C24 -2.2808 -4.8784 -1.9125
C25 8.5683 0.0915 -9.2648
C26 -2.1270 4.2967 5.3842
C27 -6.7879 1.9309 -2.3806
C28 -2.6232 -2.5640 -7.0073
C29 1.9240 -1.2752 6.7240
C30 5.7261 0.8157 -3.6274
C31 0.3686 -1.8947 3.3445
C32 -2.7910 3.9807 4.0584
C33 -4.6095 0.2128 -3.1552
C34 1.3259 -0.8705 -4.8821
C35 1.1284 1.1404 10.3405
C36 -2.2908 -3.0997 -5.7650
C37 -4.3953 1.4559 -2.4916
C38 -3.3995 -1.2842 -4.5286
C39 1.6885 0.0850 6.8387
C40 4.9095 0.2441 -4.6508
C41 2.6253 -0.6335 -5.2485
C42 -5.9639 -0.0584 -3.4728
C43 8.1681 0.2729 -7.9511
C44 1.1329 0.7853 5.7738
C45 -7.9162 2.8066 -1.8983
C46 -4.1287 1.6092 1.2913
C47 -0.9609 2.0704 -2.1239
C48 3.9077 -4.0856 6.4072
C49 5.9228 -0.3379 -8.5279
C50 -2.7521 -4.5239 -3.1514
C51 0.7490 0.1563 4.6283
C52 -2.1664 -3.2121 -8.2904
C53 1.5629 -1.9454 5.5465
C54 7.6359 -0.3067 -10.2069
C55 -3.3808 -1.3932 -6.9926
H1 1.2081 3.1514 9.8760
H2 0.3643 0.7161 3.7699
H3 -0.8213 4.3060 -1.9807
H4 2.0433 -5.1482 6.1788
H5 -0.1191 -0.6985 -3.2735
H6 -1.0807 -3.1574 -8.4185
H7 1.9623 -3.8353 7.3320
H8 8.8807 0.5834 -7.1962
H9 4.2649 -3.0614 6.5293
H10 -8.8523 2.5367 -2.3918
H11 -3.1490 4.8987 3.5835
H12 -4.3885 3.6114 0.5681
H13 3.5668 3.3698 9.4590
H14 -3.5219 4.0750 -2.2429
H15 -2.6192 -2.7171 -9.1524
H16 -4.4507 0.9839 2.1237
H17 0.2734 -0.1981 8.9141
H18 5.8974 1.5199 -1.6254
H19 -1.7078 -4.0156 -5.7127
H20 0.0142 1.5054 8.5352
H21 -1.8980 3.3658 5.9079
H22 -1.1096 -3.5719 -0.5132
H23 -4.3354 0.1410 -5.8433
H24 -5.2619 3.1655 -1.5568
H25 -4.8804 3.4004 2.2566
H26 5.5965 -0.8379 -10.5885
H27 4.2947 -4.6914 7.2296
H28 -2.4402 -4.2706 -8.3362
H29 3.4359 1.9967 7.3480
H30 9.5974 0.2580 -9.5560
H31 -4.2976 1.0646 0.3629
H32 3.7172 1.6271 9.8374
H33 4.8947 -0.4983 -8.2367
H34 -8.0788 2.7135 -0.8192
H35 1.9226 2.8305 7.6771
H36 0.0481 1.6823 -2.0967
H37 1.8338 0.4197 10.7496
H38 -2.3720 -5.8293 -1.4157
H39 -8.0308 0.4748 -3.3499
H40 -3.6758 -0.9446 -7.9389
H41 2.4245 -1.7762 7.5417
H42 -1.1973 4.8456 5.2145
H43 6.7517 1.0380 -3.8940
H44 2.0712 2.7994 11.2360
H45 1.9164 -4.8525 3.9306
H46 4.3180 -4.4701 5.4728
H47 0.6112 -1.3021 -5.5727
H48 -7.7246 3.8636 -2.1030
H49 -3.3181 -5.0646 -3.8913
H50 -5.9014 2.7676 0.9489
H51 -3.6438 3.3201 4.2201
H52 2.9850 -0.8688 -6.2415
H53 -6.1575 -0.9793 -4.0109
H54 -2.7947 4.9042 6.0031
H55 0.2669 1.2442 10.9970

Properties
**LUMO level**: 0.0194 Eh
**Molecular weight**: 1372.496 g/mol
**E_tot**: -6561.2995 a.u.
**Total charge**: -2
**Multiplicity**: 1



No. 2
A 5-piece molecular cluster, C55H55BrN5O22S overall in a non-equilibrium geometry, computed with wB97M-V/def2-TZVPD.

Geometry (Å):
Br1 2.0818 1.6454 2.1868
S1 -1.1805 2.1436 -5.5047
O1 -11.7775 -8.3443 5.1490
O2 -8.7857 -5.2645 3.2185
O3 -1.3227 2.9980 3.5905
O4 11.5430 -0.6213 -6.6471
O5 -8.9092 -3.5627 5.3470
O6 0.1202 -0.0926 -4.3226
O7 -11.1351 0.6454 4.1884
O8 6.6425 -2.2581 -5.4686
O9 4.6739 6.7193 6.3695
O10 3.6922 4.1920 0.4097
O11 4.3533 2.4057 -1.0175
O12 2.0769 5.9953 6.7783
O13 8.6421 -4.1123 -5.3997
O14 -3.8547 -1.7929 2.1517
O15 -6.0026 0.1953 2.9631
O16 9.5609 1.2501 -6.6303
O17 2.9401 1.4269 6.0341
O18 5.5514 2.1409 5.7122
O19 1.4651 3.5234 -4.2576
O20 -7.3553 -2.0926 3.5409
O21 -11.9691 -6.6016 7.2369
O22 -9.7972 2.9260 3.5227
N1 -4.6552 -2.1072 -0.1479
N2 -1.2645 2.5106 -0.7311
N3 -1.4866 -0.6774 -6.0685
N4 -1.1959 1.3848 1.6232
N5 -0.8974 -1.8238 -5.5996
C1 1.0459 2.2462 0.6174
C2 -0.6039 3.2107 -1.8534
C3 -0.8267 0.3446 -5.2915
C4 2.3565 2.4470 -4.5867
C5 9.2874 -0.0536 -6.3367
C6 -9.1569 1.7212 3.5279
C7 -1.3093 2.2595 2.5980
C8 10.4266 -1.0151 -6.3570
C9 5.7716 -0.6807 -0.6078
C10 2.8709 2.3585 -6.0934
C11 4.7650 3.0463 5.9406
C12 -4.3641 0.1433 -1.4483
C13 -9.9594 0.5190 3.8932
C14 -3.7183 -2.2865 0.9915
C15 3.8212 1.1715 -6.5557
C16 -5.1362 -0.6986 -0.2856
C17 -10.2710 -6.8544 4.1276
C18 0.0781 -1.5234 -4.5481
C19 4.2729 -4.4523 -0.0636
C20 8.0471 -0.4515 -6.0436
C21 0.9727 3.4491 -1.8039
C22 4.2971 5.4102 6.2916
C23 -9.5114 -5.5991 4.1410
C24 -2.1788 2.5793 -3.9739
C25 5.1847 4.4493 6.0241
C26 2.8576 5.0959 6.5177
C27 3.3213 2.7351 6.1395
C28 -7.8619 1.6242 3.2187
C29 -0.5186 2.0595 0.4615
C30 -2.3720 -3.1544 0.6847
C31 1.7889 2.9833 -0.5509
C32 2.8472 1.3156 -3.6252
C33 -9.6408 -4.7166 5.3357
C34 8.9112 -2.8123 -5.7205
C35 -11.0679 -7.1785 5.1483
C36 -7.9949 -0.8826 3.5639
C37 5.6495 2.4295 -0.3485
C38 4.9100 -2.0458 -0.8267
C39 2.4343 3.6944 6.4102
C40 4.3370 0.0389 -5.5686
C41 7.7681 -1.8564 -5.7271
C42 -10.4403 -5.0392 6.3547
C43 -2.7439 2.1993 -0.7100
C44 -11.2182 -6.2832 6.3302
C45 -2.8991 0.5944 -0.9439
C46 3.3898 3.2111 -0.3582
C47 10.1506 -2.4157 -6.0167
C48 5.2805 -0.0147 0.7747
C49 5.7191 1.5210 0.9904
C50 5.2713 -3.1968 0.2469
C51 -1.4430 3.7317 -3.1139
C52 3.8195 0.1372 -4.0790
C53 -9.2887 -0.7869 3.8765
C54 1.8036 4.1613 -3.0001
C55 -7.1875 0.3215 3.2259
H1 1.3903 5.2490 -3.0553
H2 3.7608 0.9324 5.8359
H3 0.6938 -2.3369 -4.0314
H4 5.1093 -2.3917 -1.9204
H5 -2.5689 -0.0264 -0.0384
H6 -7.2672 2.4885 2.9539
H7 -10.5450 -4.4067 7.2265
H8 3.6472 -4.1829 -1.0008
H9 -5.4499 -2.7429 0.0323
H10 6.3842 -3.4955 0.2463
H11 5.5535 -0.0278 -1.5475
H12 10.5229 1.2806 -6.8068
H13 4.1708 1.0790 -7.6476
H14 3.5437 -4.5116 0.8197
H15 -10.7207 2.7310 3.7809
H16 2.9381 4.1677 -2.8383
H17 5.0295 -0.8265 -5.9392
H18 -12.2749 -8.3454 5.9915
H19 7.6797 -4.1444 -5.2295
H20 2.5581 3.1053 -6.9063
H21 -6.2468 -0.7642 -0.6316
H22 1.3839 3.4816 6.5589
H23 -3.3570 2.8272 -1.4453
H24 6.2326 4.6633 5.8601
H25 -4.2093 -0.6040 -2.3296
H26 -3.1987 2.3999 0.3417
H27 10.9888 -3.0997 -6.0178
H28 -2.4990 1.6547 -3.3784
H29 6.4010 1.9407 -1.0916
H30 2.5018 1.2776 -2.5363
H31 6.8437 1.5031 1.2913
H32 6.9201 -0.8651 -0.6388
H33 -1.8781 -3.5638 1.6330
H34 -2.6780 -3.9825 -0.0467
H35 4.1553 -0.6868 -3.3580
H36 -5.0594 -0.0638 0.6709
H37 -8.4151 -3.5582 4.4999
H38 3.8551 7.2139 6.5742
H39 -6.4298 -1.8926 3.2884
H40 -4.9969 1.0012 -1.8841
H41 -2.2910 4.4060 -2.6812
H42 -3.1635 3.0522 -4.3795
H43 5.0025 -2.7733 1.2859
H44 5.1841 2.0201 1.8970
H45 5.7890 -0.6226 1.6292
H46 -2.1588 0.3202 -1.8029
H47 -9.8862 -1.6532 4.1261
H48 4.9190 -5.3885 -0.1949
H49 7.2111 0.2357 -6.0274
H50 6.0687 3.5024 -0.1809
H51 -0.8615 4.3935 -3.8455
H52 -1.5675 -2.4948 0.1621
H53 4.1475 -0.1870 0.9104
H54 3.7924 -1.7567 -0.6678
H55 -10.1546 -7.4941 3.2630

Properties
**LUMO level**: -0.1709 Eh
**Molecular weight**: 1250.029 g/mol
**E_tot**: -7029.1854 a.u.
**Total charge**: +1
**Multiplicity**: 1



No. 3
C55H56IrN4PS as an isolated structure in a non-equilibrium geometry, computed with wB97M-V/def2-TZVPD.

Geometry (Å):
Ir1 0.1337 -0.5355 -0.1019
S1 -3.8826 -3.3102 0.9054
P1 1.0035 -2.8857 -0.0038
N1 2.6276 -0.6214 -0.9164
N2 -1.7536 0.8054 -0.4716
N3 0.7974 1.5758 0.0293
N4 -1.5974 -1.7312 0.6897
C1 -0.8101 -5.0256 -0.1867
C2 -4.4657 -1.4837 -1.2159
C3 1.1471 -3.4548 1.7185
C4 -5.1302 -1.5098 0.0188
C5 4.1688 2.1679 1.4165
C6 4.5226 -4.3227 -1.5763
C7 5.1661 -3.1438 -1.9370
C8 1.6335 2.2265 3.4719
C9 0.3525 6.2500 0.6447
C10 2.4061 4.1995 -2.9122
C11 -1.4842 4.3741 -0.0679
C12 -3.6562 3.5348 -0.6473
C13 0.8498 -3.0121 4.0735
C14 4.1191 2.9569 -0.8464
C15 -0.1608 2.4896 -0.0266
C16 -3.7198 0.2571 0.8861
C17 0.1822 -4.2754 -2.2484
C18 2.8365 1.7772 1.3277
C19 0.7457 -2.6098 2.7490
C20 0.0667 -4.1820 -0.8598
C21 2.1448 2.0146 0.1300
C22 -0.9333 6.6490 0.3840
C23 -1.4922 2.0928 -0.3072
C24 2.7794 2.6052 -0.9777
C25 -2.3358 3.2887 -0.3850
C26 -3.5716 -0.8518 -3.9359
C27 -4.7824 -0.6016 1.0287
C28 3.0140 0.1236 3.2434
C29 -1.5582 -5.9580 -0.8931
C30 1.6492 -4.7182 2.0354
C31 -1.4802 -1.5537 -2.7477
C32 -0.1532 3.9529 0.1766
C33 -3.2891 5.9220 -0.2599
C34 2.1379 1.1425 2.5164
C35 -4.1164 4.8759 -0.5834
C36 -3.3107 1.1564 2.0401
C37 -2.6629 -0.5811 -2.7372
C38 4.5532 -1.9229 -1.7195
C39 2.6513 -3.0468 -0.7470
C40 -2.9800 0.1951 -0.3429
C41 -1.9148 5.6897 0.0172
C42 1.3599 -4.2634 4.3779
C43 2.4123 1.7139 -3.3084
C44 4.8101 2.7505 0.3367
C45 1.7593 -5.1170 3.3563
C46 3.2948 -1.8747 -1.1283
C47 0.7690 4.8953 0.5467
C48 -2.3617 0.4312 3.0032
C49 -3.4041 -0.6386 -1.4189
C50 2.0789 2.8303 -2.3097
C51 -1.4346 -6.0515 -2.2702
C52 -4.5185 1.7096 2.7973
C53 3.2712 -4.2734 -0.9914
C54 -0.5621 -5.2085 -2.9489
C55 -2.5304 -2.4253 0.8083
H1 2.1026 2.0012 -4.3142
H2 0.9538 2.9123 2.9621
H3 -1.4169 0.1867 2.5175
H4 4.7144 2.0138 2.3382
H5 3.8846 0.5960 3.6995
H6 -3.6828 6.9296 -0.2127
H7 1.2522 0.6140 2.1389
H8 1.9446 -5.4029 1.2516
H9 -2.7694 2.0095 1.6427
H10 -0.9118 -4.9593 0.8893
H11 -3.8716 -1.9002 -3.9873
H12 1.7554 4.3913 -3.7660
H13 6.1452 -3.1802 -2.3958
H14 -2.8082 -0.4992 3.3625
H15 2.7566 -5.1958 -0.7560
H16 -4.4735 -0.2395 -3.9010
H17 0.5264 -2.3474 4.8643
H18 1.8845 0.7869 -3.0653
H19 3.4869 1.5169 -3.3368
H20 -4.3486 2.7408 -0.9005
H21 -2.2621 0.4312 -2.8339
H22 3.3693 -0.6624 2.5709
H23 -1.0131 -1.5803 -3.7339
H24 1.1056 1.7824 4.3178
H25 -2.0149 -6.7824 -2.8176
H26 -5.3428 -0.6143 1.9538
H27 -2.1544 1.0692 3.8642
H28 2.4487 -0.3568 4.0420
H29 2.4718 2.8085 3.8606
H30 5.8485 3.0440 0.4165
H31 2.7827 0.0040 -1.7031
H32 1.7971 4.6389 0.7667
H33 4.6347 3.4057 -1.6855
H34 -3.0405 -0.6219 -4.8598
H35 5.0455 -1.0008 -2.0052
H36 0.3372 -1.6335 2.5178
H37 -5.9715 -2.1745 0.1614
H38 1.0861 6.9920 0.9319
H39 4.9936 -5.2783 -1.7629
H40 -0.7030 -1.2588 -2.0268
H41 0.8643 -3.6208 -2.7794
H42 1.0043 2.7998 -2.1480
H43 -5.2519 2.1467 2.1180
H44 -5.0141 0.9392 3.3910
H45 2.1513 -6.0979 3.5899
H46 -4.1897 2.4870 3.4872
H47 -0.4617 -5.2812 -4.0239
H48 -1.2049 7.6942 0.4642
H49 -4.7968 -2.1458 -2.0045
H50 2.2571 4.9997 -2.1869
H51 3.0233 -0.1407 -0.1128
H52 -5.1595 5.0750 -0.7910
H53 -1.7977 -2.5656 -2.4864
H54 3.4359 4.2487 -3.2699
H55 1.4450 -4.5790 5.4093
H56 -2.2394 -6.6098 -0.3622

Properties
**LUMO level (spin up / spin down)**: -0.0875 / -0.1618 Eh
**Expectation value of S²**: 8.784
**Molecular weight**: 1028.339 g/mol
**E_tot**: -3192.0808 a.u.
**Total charge**: +1
**Multiplicity**: 6



Question: Which of these has the highest multiplicity?
Answer: C55H56IrN4PS



Question: Number 3 is which compound?
Answer: C55H56IrN4PS



Question: Which of these has the lowest molecular weight?
Answer: C55H56IrN4PS



Question: Which of these has the lowest total charge?
Answer: C55H55BrCsFN11O7PTe